Below is a structure of composition C65H63ClN7O5SY, with properties calculated with the ωB97M-V functional and the def2-TZVPD basis.

Properties
- Max |F|: 2.27 eV Å⁻¹
- HOMO-LUMO gap (alpha / beta): 5.27 / 3.27 eV
- HOMO (alpha / beta): -2.206 / -0.205 eV
- Energy relative to the best compared isomer or geometry (same formula, charge and spin): 103.2 kcal per mole
- Net charge: -2
- Multiplicity: 1

The geometry in XYZ format:
```
143
Properties=species:S:1:pos:R:3:forces:R:3:mulliken_charge:R:1
Y -0.0380 1.0334 -1.8400 0.579 1.995 0.922 -0.2051
O -2.3997 5.6455 3.6135 -0.106 0.022 0.034 -0.7565
C -3.1677 4.8771 2.9969 0.207 -0.212 -0.238 0.4703
O -4.4011 4.7156 3.1085 -0.030 0.036 0.055 -0.7718
C -2.4813 3.9781 1.9311 0.582 0.515 0.363 -1.5662
C -1.1189 4.0656 1.7022 -0.778 0.018 0.303 -1.1000
C -0.5068 3.2525 0.7469 0.965 0.003 -0.306 0.3702
N -1.2311 2.3584 0.0021 0.033 -0.440 -0.670 0.6805
C -2.5444 2.2018 0.3001 0.080 0.748 0.572 1.0485
C -3.1903 3.0107 1.2281 -0.195 -0.586 -0.511 -1.4904
C -3.2348 1.0401 -0.2491 0.051 -0.565 -0.164 0.4572
C -4.6371 0.9204 -0.1944 -0.033 0.033 -0.044 -0.8690
C -5.2381 -0.2730 -0.5047 0.202 -0.189 -0.127 -0.7956
C -4.4279 -1.3559 -0.8673 -0.193 0.115 0.119 -0.9907
C -3.0739 -1.1340 -0.9773 0.232 -0.101 -0.104 -0.6068
N -2.4695 0.0350 -0.7353 -0.240 0.271 0.659 0.9996
C 0.9210 3.2818 0.4740 -0.843 0.565 0.635 -0.9267
C 1.8330 4.2323 1.1896 0.034 -0.165 -0.136 -0.0474
C 4.0108 4.5828 1.1184 -0.002 0.029 -0.006 -0.4550
C 4.7310 3.3583 0.5589 0.183 0.303 -0.193 -1.2772
C 2.6523 2.6369 -1.0462 -0.493 0.464 0.144 -0.2766
N 1.3405 2.4527 -0.4407 0.283 -1.156 -0.226 1.0319
H -0.5829 4.7769 2.3133 0.035 0.003 -0.026 0.6565
H -4.2356 2.8845 1.4732 0.033 0.011 0.033 0.4951
H -5.2376 1.7705 0.0945 0.052 0.014 0.020 0.4982
H -6.3157 -0.3778 -0.4741 -0.003 0.028 0.049 0.3607
H -4.8478 -2.3318 -1.0711 0.050 -0.007 -0.038 0.4696
H -2.4156 -1.9432 -1.2794 -0.016 0.041 -0.120 0.4688
H 1.2543 4.8350 1.8813 0.021 0.037 0.018 0.7802
H 4.6691 5.2948 1.6182 -0.012 -0.020 0.046 0.3432
H 5.8067 3.3215 0.4281 -0.008 -0.117 -0.019 0.3025
H 2.7118 1.8723 -1.8298 0.097 -0.009 0.018 0.7800
S 2.0506 -1.7704 -5.5936 -0.079 0.195 0.241 -0.5189
C 1.8100 -0.2805 -6.4494 -0.003 -0.018 0.338 1.0596
C 1.9139 -0.0368 -7.8111 0.013 0.007 -0.152 -0.5464
C 1.7169 1.2581 -8.2582 -0.002 -0.091 0.013 -0.6088
C 1.4318 2.2845 -7.3547 -0.006 0.009 -0.007 -0.9258
C 1.3186 2.0424 -5.9998 0.004 0.039 0.175 -0.3281
C 1.4933 0.7391 -5.5310 0.055 -0.074 -0.640 -0.9220
N 1.4219 0.3286 -4.2172 0.103 -0.167 0.701 0.5050
C 1.7198 -0.9178 -4.0652 -0.026 0.103 -0.882 1.0097
C 1.8780 -1.5735 -2.7725 -0.010 -0.168 0.669 0.0774
C 2.4861 -2.8343 -2.7256 -0.055 0.158 -0.198 -1.1191
C 2.8181 -3.4113 -1.5158 0.014 -0.050 0.047 -1.1371
C 2.5724 -2.6955 -0.3525 -0.032 -0.008 -0.007 -0.6416
C 1.9355 -1.4617 -0.4183 -0.016 0.039 0.165 -0.3195
C 1.5078 -0.8504 -1.6075 0.365 -0.672 -0.170 1.1991
H 2.1511 -0.8384 -8.4998 -0.006 0.018 -0.011 0.4223
H 1.7950 1.4754 -9.3166 -0.004 -0.002 0.001 0.3588
H 1.2969 3.2947 -7.7199 0.013 0.007 0.022 0.4498
H 1.1223 2.8374 -5.2911 -0.017 -0.003 -0.021 0.5173
H 2.7184 -3.3529 -3.6500 0.047 -0.043 0.026 0.3736
H 3.2877 -4.3873 -1.4808 0.011 0.007 -0.017 0.3589
H 2.8763 -3.1018 0.6080 0.011 0.017 0.006 0.4661
H 1.7956 -0.9351 0.5194 -0.048 0.018 -0.036 0.5256
C -3.8646 1.2587 -3.6818 0.123 -0.094 -0.018 -2.5611
C -2.5751 0.7527 -4.3492 -0.050 -0.163 -0.031 4.2509
C -1.9495 1.9665 -5.0592 -0.057 -0.088 0.041 -1.4787
C -1.6246 0.1879 -3.2860 -0.627 0.170 -1.485 -1.1378
C -2.8656 -0.3475 -5.3655 -0.054 0.010 -0.022 -1.0197
C -4.1138 -0.9450 -5.5275 -0.001 0.036 -0.011 -0.5292
C -4.2982 -2.0055 -6.4090 -0.017 -0.033 -0.035 -0.8514
C -3.2386 -2.4965 -7.1533 -0.036 -0.021 -0.015 -0.5182
C -1.9844 -1.9151 -7.0012 0.002 -0.014 -0.004 -1.0083
C -1.8076 -0.8612 -6.1233 0.024 0.008 -0.014 0.9038
H -3.6138 2.0582 -2.9843 -0.013 0.014 0.023 0.3585
H -4.3627 0.4664 -3.1267 -0.066 -0.017 0.110 0.3971
H -4.5567 1.6588 -4.4309 -0.024 0.007 0.025 0.5465
H -1.5426 2.6607 -4.3207 0.004 0.031 -0.032 0.1247
H -2.7008 2.4895 -5.6605 0.008 0.007 -0.020 0.5478
H -1.1387 1.6707 -5.7192 0.028 0.039 0.020 0.1846
H -1.7297 -0.9083 -3.2868 -0.025 -0.052 0.175 0.8470
H -4.9633 -0.5952 -4.9554 0.027 0.029 0.005 0.3615
H -5.2826 -2.4502 -6.5086 0.005 0.002 -0.004 0.3595
H -3.3848 -3.3217 -7.8406 0.007 -0.002 0.012 0.3683
H -1.1364 -2.2922 -7.5622 0.003 0.020 0.000 0.3955
H -0.8199 -0.4338 -6.0017 -0.011 0.010 0.002 0.0517
C 3.0398 3.6919 3.4483 0.095 0.009 -0.165 -1.6098
C 3.0792 3.6575 1.9380 -0.041 0.048 0.132 1.8689
C 3.8126 2.4322 1.3612 -0.243 -0.141 0.114 -1.9537
C 3.8506 2.3626 -0.1352 0.152 -0.113 0.084 2.1230
C 4.6505 1.1697 -0.6361 -0.008 0.063 0.067 -1.8508
C 2.5695 3.9666 -1.7732 -0.123 -0.117 -0.198 -0.1169
C 2.6796 5.1329 -1.1320 0.181 0.116 -0.130 0.9410
C 2.5552 6.4692 -1.8162 -0.156 -0.136 -0.033 -1.8930
C 2.7961 5.1780 0.3620 0.052 -0.083 -0.084 -0.5431
C 1.8622 3.8435 -3.1257 0.326 0.169 0.322 -0.4534
O 2.2450 4.4815 -4.1131 -0.109 -0.061 -0.027 -0.8075
O 0.8528 3.0652 -3.0741 -0.390 -0.628 -0.150 -0.5354
H 2.4099 2.8865 3.8365 -0.011 0.022 0.048 0.1923
H 2.6385 4.6428 3.8045 -0.011 -0.007 0.027 0.4147
H 4.0450 3.5635 3.8610 -0.008 -0.037 0.020 0.4809
H 4.0599 1.5704 1.9733 0.039 -0.043 -0.076 0.2856
H 5.4792 0.9342 0.0374 -0.003 0.020 0.002 0.5507
H 5.0608 1.3851 -1.6261 0.004 -0.019 -0.008 0.3724
H 4.0077 0.2925 -0.7169 0.008 -0.032 -0.017 0.2283
H 2.3422 6.3410 -2.8741 0.038 0.062 -0.020 0.4075
H 3.4963 7.0200 -1.7126 -0.017 0.040 0.018 0.2970
H 1.7671 7.0714 -1.3536 0.020 0.005 0.024 0.3884
H 2.6437 6.2085 0.6876 -0.031 0.000 -0.002 0.5069
C -1.2913 -0.7352 5.4459 0.117 -0.084 -0.053 -1.9637
C -0.9182 -2.1962 5.7614 0.033 0.079 0.058 1.9655
C -1.0743 -2.3507 7.2853 0.060 -0.063 -0.107 -2.0540
C -1.9329 -3.1013 5.0603 0.128 0.053 -0.008 -1.5201
C 0.5762 -2.5274 5.3618 -0.202 0.000 -0.252 2.2705
O 1.4271 -1.5356 5.9300 0.073 0.278 -0.278 -0.7258
C 1.1228 -3.8541 5.9819 -0.091 -0.035 -0.109 -1.6959
C 1.3567 -5.1108 5.1162 -0.090 0.087 0.073 -1.3035
C 0.1273 -5.8948 4.7325 0.126 0.006 0.176 0.2822
C -0.2629 -6.0368 3.4092 -0.170 -0.079 -0.145 0.0582
C -1.4000 -6.7597 3.0626 0.108 0.072 0.143 -1.0114
C -2.1403 -7.3557 4.0676 -0.041 -0.014 -0.176 0.4546
Cl -3.5575 -8.2772 3.6513 -0.054 -0.019 0.004 -0.2441
C -1.7684 -7.2465 5.3955 0.147 0.099 0.186 -0.8048
C -0.6336 -6.5186 5.7210 -0.121 -0.053 -0.189 0.0413
C 0.8237 -2.6057 3.8316 0.143 0.121 0.330 -2.1063
N 0.5683 -1.4005 3.0760 -0.202 0.042 -0.087 1.9949
C -0.2260 -1.2142 2.0095 -0.133 -0.003 0.031 -0.9160
N -0.1845 0.0359 1.6138 -0.142 -0.035 0.017 0.8139
C 0.6668 0.6092 2.4930 0.041 -0.186 0.102 -1.0708
N 1.1569 -0.2258 3.3897 0.169 0.027 0.298 -0.9996
H -2.2789 -0.5274 5.8609 -0.001 -0.022 0.010 0.5574
H -1.3551 -0.5258 4.3811 0.064 0.020 -0.073 0.3452
H -0.5898 -0.0398 5.9035 -0.005 0.049 -0.022 0.3495
H -1.9758 -1.8312 7.6117 -0.013 -0.011 0.010 0.4659
H -0.2186 -1.9065 7.7953 -0.032 -0.005 0.058 0.3900
H -1.1738 -3.3948 7.5899 0.013 0.012 0.025 0.3841
H -2.9368 -2.8437 5.4038 -0.007 -0.025 -0.006 0.5373
H -1.7598 -4.1522 5.2819 -0.017 -0.113 -0.003 0.2053
H -1.9174 -2.9663 3.9766 -0.036 0.009 0.001 0.1117
H 1.4642 -0.7729 5.3193 -0.056 -0.150 0.099 0.5105
H 0.5115 -4.1432 6.8344 0.013 -0.005 0.027 0.3740
H 2.0946 -3.5642 6.3812 -0.006 -0.035 0.041 0.4162
H 1.9875 -5.7705 5.7190 0.055 0.010 -0.047 0.5482
H 1.9300 -4.8704 4.2207 0.022 -0.064 0.030 0.3583
H 0.3239 -5.5814 2.6197 0.018 0.019 0.016 0.5116
H -1.7018 -6.8535 2.0290 -0.017 -0.022 0.001 0.4332
H -2.3589 -7.7195 6.1680 -0.021 -0.029 -0.031 0.4001
H -0.3397 -6.4331 6.7605 0.008 0.020 0.011 0.3637
H 0.2098 -3.3889 3.3937 0.018 -0.023 -0.041 0.2406
H 1.8779 -2.8597 3.6965 -0.040 -0.006 -0.045 0.2288
H -0.7994 -2.0028 1.5464 0.023 -0.036 0.027 0.2972
H 0.9282 1.6529 2.4775 0.004 0.072 -0.097 0.2851
```
Positions in Å, forces in eV/Å.